# 1
10
Properties=species:S:1:pos:R:3 method="wB97M-V/def2-TZVPD" gap_ev=9.004 homo_ev=-8.961 de_lowest_kcal_mol=35.5
O 0.266 1.341 0.895
O 1.838 -0.478 -1.364
C 0.659 -0.473 -1.111
O -0.421 -0.064 -1.710
C -0.515 -0.632 -0.246
H -0.677 -0.373 1.694
C -0.696 0.397 0.847
H -1.741 0.779 0.757
H -1.097 -1.558 -0.246
Tl 2.384 1.063 0.483


# 2
10
Properties=species:S:1:pos:R:3 method="wB97M-V/def2-TZVPD" charge=-1 gap_ev=8.710 homo_ev=-4.584 de_lowest_kcal_mol=111.9
C 1.395 -1.015 -0.329
C 0.291 0.142 -0.541
C -1.111 0.489 0.896
O 1.022 -2.025 0.328
O 2.473 -0.743 -0.791
O -0.318 0.388 -1.727
O 0.578 1.324 -1.188
H -1.672 -0.547 0.953
H -1.756 1.186 0.490
H -0.902 0.802 1.909


# 3
11
Properties=species:S:1:pos:R:3 method="wB97M-V/def2-TZVPD" spin_multiplicity=2 gap_ev="5.756 / 7.139" homo_ev="-6.550 / -8.029" de_lowest_kcal_mol=0.0
C -1.983 0.526 -0.127
C -1.643 -0.918 0.054
O -0.558 -1.249 0.529
O -0.984 1.361 0.284
H -2.937 0.672 0.431
H -2.421 -1.682 -0.122
Yb 0.886 0.514 0.924
O 3.079 0.463 0.348
O 5.004 -0.125 -0.671
C 3.822 -0.196 -0.437
H -2.265 0.635 -1.213